48
Properties=species:S:1:pos:R:3 method="wB97M-V/def2-TZVPD" homo_ev="-5.41 / -5.14" energy_ha=-2555.3405 multiplicity=1 e_above_lowest_kcal_mol=65.85 homo_lumo_gap_ev="5.29 / 4.66" mol_weight_g_mol=710.38 charge=-1
C -4.155 2.210 1.334
F 1.295 -3.455 0.064
H -0.053 1.152 4.400
C 0.984 0.352 2.701
C -3.328 4.381 1.978
C -4.370 3.430 1.954
N -6.628 3.920 3.095
C 1.080 -0.847 -2.237
F -0.672 -4.297 0.914
C 0.232 -2.434 -5.507
H -0.271 -0.605 -4.489
S -0.353 2.568 0.019
H -0.413 -2.238 -6.354
C 0.971 -3.610 -5.443
C 1.782 -3.867 -4.347
C 0.305 -1.519 -4.474
H 2.463 -3.152 -2.432
S -2.760 0.328 0.013
C -1.891 2.833 0.776
C -3.523 5.646 2.611
N 1.991 -1.027 -1.242
H -1.311 4.793 1.392
F -0.664 -2.251 -0.161
N 1.641 -0.518 -0.097
H 1.973 1.568 5.743
C 1.124 -1.776 -3.373
C 2.054 1.134 4.754
H 4.416 0.061 2.571
F -0.355 -4.189 -1.366
H 4.216 0.952 4.841
Pt -0.417 0.096 -0.061
C 3.332 0.799 4.237
C 1.865 -2.954 -3.311
C 0.933 0.921 4.019
C -2.116 4.070 1.385
C -2.925 1.886 0.756
N -3.666 6.669 3.117
H 2.336 -4.795 -4.290
H 0.896 -4.333 -6.245
H 3.579 -0.581 0.569
C -5.622 3.705 2.580
B -0.087 -3.597 -0.131
C 3.439 0.293 2.978
C 2.305 0.074 2.151
O -0.111 0.123 2.124
H -4.949 1.476 1.301
C 2.548 -0.370 0.845
O 0.259 0.103 -2.209